# CH3BrI2Si

A molecular structure, CH3BrI2Si in a non-equilibrium geometry (the ωB97M-V functional and the def2-TZVPD basis, OMol25).

Cartesian coordinates (Å):
C1 -0.828 -1.075 -0.379
Si1 0.596 0.776 0.198
Br1 1.260 2.187 -1.336
I1 -0.901 2.104 1.771
I2 2.575 -0.472 1.104
H1 -1.130 -0.527 -1.334
H2 -0.005 -1.757 -0.505
H3 -1.567 -1.236 0.479

Properties
* charge: 0
* Kohn-Sham gap: 8.323 eV
* ΔE to the lowest compared entry with this formula, charge and spin: 122.8 kJ/mol

=====

# CH3BrN2

CH3BrN2 in the gas phase in a non-equilibrium geometry (the ωB97M-V functional and the def2-TZVPD basis, OMol25).

Cartesian coordinates (Å):
C1 -0.362 0.215 -0.032
N1 -0.932 1.441 -0.070
N2 -2.664 1.345 -0.028
Br1 -3.220 -0.265 0.034
H1 -0.488 -0.417 -0.944
H2 -0.697 -0.642 0.630
H3 0.682 0.093 0.311

Properties
* SMILES: C/N=N\Br
* charge: 0
* Kohn-Sham gap (spin up / spin down): 9.174 / 9.200 eV
* ΔE to the lowest compared entry with this formula, charge and spin: 385.1 kJ/mol

=====

# CH3BrNO2

2 unconnected molecules or ions with the total composition CH3BrNO2 in a non-equilibrium geometry (the ωB97M-V functional and the def2-TZVPD basis, OMol25).

Cartesian coordinates (Å):
C1 -0.737 0.596 0.841
N1 1.565 -0.889 -0.819
O1 1.108 0.214 -1.008
O2 -0.792 -0.607 1.285
Br1 0.854 -2.297 -2.132
H1 -0.173 1.341 1.463
H2 -1.717 1.040 0.535
H3 -0.107 0.603 -0.164

Properties
* charge: -1
* Kohn-Sham gap (spin up / spin down): 6.758 / 6.757 eV
* ΔE to the lowest compared entry with this formula, charge and spin: 298.9 kJ/mol

=====

# CH3BrNO2S

A gas-phase ion, CH3BrNO2S (charge -1) in a non-equilibrium geometry (the ωB97M-V functional and the def2-TZVPD basis, OMol25).

Cartesian coordinates (Å):
C1 -0.341 -0.058 0.365
N1 1.008 -0.068 -0.553
O1 2.007 0.968 1.380
O2 3.018 1.510 -0.811
S1 1.790 1.523 0.006
Br1 -1.362 1.671 0.194
H1 0.236 -0.154 1.230
H2 -1.089 -0.778 0.039
H3 0.737 -0.208 -1.516

Properties
* charge: -1
* Kohn-Sham gap: 7.205 eV
* ΔE to the lowest compared entry with this formula, charge and spin: 94.3 kJ/mol

=====

# CH3BrNO3S

A gas-phase ion, CH3BrNO3S (charge -1) in a non-equilibrium geometry (the ωB97M-V functional and the def2-TZVPD basis, OMol25).

Cartesian coordinates (Å):
O1 -0.059 1.754 0.783
S1 -0.939 0.795 0.170
O2 -2.228 0.591 0.801
O3 -0.947 0.971 -1.274
C1 -0.201 -0.863 0.148
N1 1.406 -0.681 -0.540
Br1 2.467 0.298 0.549
H1 -0.022 -1.131 1.244
H2 -0.562 -1.671 -0.539
H3 1.085 -0.062 -1.342

Properties
* SMILES: O=S(=O)([O-])CNBr
* charge: -1
* Kohn-Sham gap: 8.392 eV
* ΔE to the lowest compared entry with this formula, charge and spin: 20.0 kJ/mol

=====

# CH3BrO2S

CH3BrO2S in the gas phase in a non-equilibrium geometry (the ωB97M-V functional and the def2-TZVPD basis, OMol25).

Cartesian coordinates (Å):
C1 -0.211 -0.027 -0.338
O1 2.177 -1.054 -1.772
O2 -0.365 -1.290 -1.082
S1 0.669 -1.507 -2.244
Br1 0.110 -0.011 -3.708
H1 -0.830 0.621 -0.819
H2 0.828 0.135 -0.349
H3 -0.435 -0.336 0.708

Properties
* charge: 0
* Kohn-Sham gap: 10.021 eV
* ΔE to the lowest compared entry with this formula, charge and spin: 114.2 kJ/mol

=====

# CH3BrOS

2 unconnected molecules or ions with the total composition CH3BrOS in a non-equilibrium geometry (the ωB97M-V functional and the def2-TZVPD basis, OMol25).

Cartesian coordinates (Å):
C1 1.411 0.350 -0.044
O1 -1.760 -1.820 0.516
S1 -1.488 -0.910 -0.535
Br1 -2.328 1.067 0.058
H1 0.854 1.242 -0.256
H2 2.202 -0.116 -0.685
H3 1.109 0.188 0.946

Properties
* charge: 0
* Kohn-Sham gap: 5.673 eV
* ΔE to the lowest compared entry with this formula, charge and spin: 330.9 kJ/mol

=====

# CH3BrP2

CH3BrP2 in the gas phase in a non-equilibrium geometry (the ωB97M-V functional and the def2-TZVPD basis, OMol25).

Cartesian coordinates (Å):
C1 -0.961 -1.678 -1.487
P1 -0.041 -0.072 0.982
P2 -1.506 -0.157 -0.445
Br1 0.757 -2.364 -0.990
H1 -1.674 -2.507 -1.366
H2 -0.893 -1.662 -2.624
H3 -0.690 0.738 1.858

Properties
* charge: 0
* Kohn-Sham gap: 8.281 eV
* ΔE to the lowest compared entry with this formula, charge and spin: 22.7 kJ/mol

=====

# CH3Cl

CH3Cl in the gas phase in a non-equilibrium geometry (the ωB97M-V functional and the def2-TZVPD basis, OMol25).

Cartesian coordinates (Å):
C1 -0.148 0.009 -0.005
Cl1 1.549 0.423 -0.611
H1 0.070 0.092 0.981
H2 -1.036 0.541 -0.227
H3 -0.435 -1.066 -0.138

Properties
* SMILES: CCl
* charge: 0
* Kohn-Sham gap: 11.887 eV
* ΔE to the lowest compared entry with this formula, charge and spin: 48.6 kJ/mol